Density functional theory data (ωB97M-V with the def2-TZVPD basis set) for a 17-piece molecular cluster, C54H147N5O22 overall.

As for the energy relative to the best compared isomer or geometry (same formula, charge and spin): 0.0 kcal/mol. The calculation puts the LUMO energy at 0.0149 hartree. The calculation puts the frontier orbital gap at 8.7 eV. As for the charge: 0.

Each line ends with the Löwdin charge.
Atoms and positions in Å:
C: -2.58424 3.79556 3.09726  -0.12
O: -2.92164 2.79902 2.07771  -0.18
H: -1.67733 3.50637 3.71828  0.06
H: -2.40915 4.82679 2.63730  0.10
H: -3.38130 3.86758 3.82769  0.07
H: -2.40429 3.06352 1.28163  0.02
C: -2.58896 -6.22353 -0.82732  -0.12
O: -1.97606 -5.02479 -1.31587  -0.15
H: -3.64589 -5.96417 -0.65206  0.08
H: -2.62127 -7.06577 -1.49732  0.07
H: -2.03568 -6.50163 0.06880  0.05
H: -1.06349 -5.18099 -1.57552  0.03
C: -4.57259 -3.63256 0.68995  -0.14
O: -3.88338 -2.70054 1.52032  -0.13
H: -4.04418 -3.89877 -0.23087  0.05
H: -4.73326 -4.54052 1.27020  0.07
H: -5.56422 -3.32125 0.38998  0.08
H: -4.43449 -1.91092 1.58994  0.02
C: -0.87406 -0.30968 -0.29771  -0.12
O: -0.44535 0.93789 -0.84500  -0.18
H: -0.01552 -0.78295 0.17407  0.06
H: -1.71438 -0.14150 0.38897  0.09
H: -1.21963 -1.08142 -1.01639  0.07
H: 0.32588 0.78655 -1.45439  0.04
C: -5.25134 0.60309 0.65785  -0.13
O: -5.56294 -0.59739 1.34874  -0.13
H: -5.10114 1.41089 1.37773  0.08
H: -4.34383 0.49920 0.07637  0.07
H: -6.01862 0.96555 0.01386  0.07
H: -6.06337 -0.34989 2.14880  0.11
C: -1.17024 1.81939 5.53381  -0.19
O: -0.75768 3.12044 5.76674  -0.11
H: -1.98971 1.53792 6.21880  0.08
H: -1.58723 1.70481 4.55818  0.03
H: -0.36223 1.13123 5.66951  0.07
H: 0.15824 3.23927 5.51241  0.03
C: 1.12093 -3.04770 -1.64160  -0.04
C: 1.67092 -4.21768 -2.38908  -0.46
C: 3.17459 -4.43543 -2.18818  -0.02
O: 0.95120 -5.37954 -1.91642  -0.06
H: 1.52095 -3.12610 -0.61970  0.07
H: 0.05735 -3.15981 -1.58173  0.06
H: 1.38302 -2.04694 -2.04472  0.09
H: 1.44296 -4.06242 -3.44977  0.13
H: 3.63439 -3.62510 -2.80210  0.08
H: 3.51900 -5.40630 -2.50627  0.08
H: 3.46920 -4.34384 -1.16875  0.07
H: 1.41453 -6.12090 -2.31173  0.09
C: -3.34061 -0.41974 -6.91226  -0.04
C: -3.28543 1.14190 -6.83952  -0.47
C: -2.36160 1.64104 -7.90497  -0.08
O: -4.61625 1.65086 -7.00831  -0.05
H: -2.38090 -0.85883 -6.60799  0.06
H: -3.53290 -0.74164 -7.94822  0.09
H: -4.05831 -0.78995 -6.21861  0.04
H: -2.88949 1.47388 -5.88231  0.11
H: -1.36236 1.18138 -7.79107  0.08
H: -2.21995 2.71320 -7.89265  0.08
H: -2.69774 1.30917 -8.86298  0.07
H: -5.16903 0.92930 -7.34018  0.08
C: 0.20638 -0.86949 -4.74111  -0.04
C: 0.78576 0.45835 -4.31304  -0.47
C: -0.19524 1.59313 -4.44778  -0.03
O: 1.15180 0.46951 -2.92354  -0.10
H: -0.57644 -1.14709 -4.02729  0.08
H: 0.95562 -1.68864 -4.75918  0.08
H: -0.25880 -0.72826 -5.72225  0.07
H: 1.70131 0.67298 -4.90530  0.14
H: -1.10713 1.45992 -3.83345  0.09
H: -0.54455 1.47918 -5.51474  0.08
H: 0.25957 2.58051 -4.34518  0.07
H: 2.06446 0.17591 -2.77123  0.04
C: -3.77116 -1.56623 -2.58738  -0.04
C: -4.04295 -2.28030 -3.88132  -0.51
C: -4.14450 -3.78258 -3.58239  -0.03
O: -5.21709 -1.82466 -4.47238  -0.04
H: -3.77046 -0.48043 -2.70308  0.08
H: -2.79901 -1.79121 -2.18953  0.06
H: -4.56473 -1.80617 -1.91609  0.08
H: -3.24964 -2.12171 -4.59026  0.11
H: -5.15640 -3.90705 -3.20140  0.09
H: -3.37784 -4.02978 -2.81629  0.06
H: -3.99783 -4.41600 -4.43986  0.07
H: -5.60671 -1.16442 -3.90263  0.09
C: -1.17493 7.00801 -3.28859  -0.04
C: 0.11120 6.97156 -4.13893  -0.46
C: 0.26831 5.61800 -4.89965  -0.04
O: 0.02344 8.02862 -5.08058  -0.05
H: -2.03520 6.77858 -3.85734  0.07
H: -1.31404 8.04573 -2.93300  0.10
H: -1.11340 6.32351 -2.45218  0.04
H: 0.93746 7.15663 -3.45058  0.12
H: -0.69335 5.32953 -5.30408  0.08
H: 0.59633 4.79029 -4.27344  0.05
H: 0.88020 5.75877 -5.75621  0.06
H: 0.66372 7.91457 -5.77782  0.08
C: -3.36690 2.84183 -1.59652  -0.03
C: -2.28942 3.88982 -1.28970  -0.52
C: -2.91771 5.16865 -0.90303  -0.06
O: -1.51219 3.47518 -0.23075  -0.06
H: -3.99346 3.08716 -2.47885  0.10
H: -4.09618 2.75637 -0.80185  0.06
H: -2.84416 1.89147 -1.76071  0.06
H: -1.63285 4.01580 -2.16662  0.13
H: -3.60012 5.02718 -0.06109  0.09
H: -3.47899 5.60221 -1.70237  0.08
H: -2.17270 5.90806 -0.58006  0.09
H: -1.13457 2.60599 -0.28966  0.04
C: 0.70971 1.47545 8.75417  -0.14
O: 1.67382 1.89501 7.88872  -0.19
C: 1.86216 3.28416 7.79445  -0.23
C: 2.80563 3.53374 6.65806  -0.20
N: 2.22124 3.19705 5.37563  -0.07
C: 2.56687 1.87524 4.96693  -0.21
C: 2.30218 1.67028 3.48135  -0.20
O: 0.90726 1.85858 3.32070  -0.20
C: 0.40128 1.67924 2.03759  -0.08
H: -0.30601 1.74105 8.44667  0.08
H: 0.84086 1.95492 9.75938  0.10
H: 0.80773 0.40270 8.85550  0.09
H: 2.25865 3.62908 8.78556  0.14
H: 0.93488 3.79821 7.62340  0.11
H: 3.75340 2.99785 6.85349  0.12
H: 3.02227 4.62035 6.60276  0.13
H: 2.47453 3.88950 4.69361  0.12
H: 1.93694 1.23072 5.57602  0.10
H: 3.60272 1.57847 5.24830  0.13
H: 2.54418 0.68569 3.10688  0.08
H: 2.89295 2.41647 2.87583  0.14
H: 0.55685 0.64562 1.69663  0.08
H: 0.93521 2.33826 1.34953  0.07
H: -0.65072 1.96380 2.05833  0.08
C: 2.60321 -6.57091 3.58382  -0.10
O: 2.56265 -5.79597 2.37451  -0.20
C: 1.42035 -6.11448 1.56683  -0.20
C: 0.03082 -6.05540 2.25676  -0.20
N: -0.31241 -4.75655 2.84344  -0.02
C: -0.80784 -3.81384 1.87080  -0.18
C: -0.89032 -2.43857 2.53527  -0.21
O: 0.38031 -2.06252 2.92726  -0.21
C: 0.39446 -1.42160 4.13479  -0.11
H: 1.82991 -6.30264 4.29656  0.08
H: 3.57370 -6.41269 4.00471  0.08
H: 2.45057 -7.61790 3.34154  0.09
H: 1.54478 -7.15657 1.17834  0.13
H: 1.46473 -5.41771 0.69343  0.11
H: 0.05521 -6.82430 3.01981  0.09
H: -0.71078 -6.35867 1.51913  0.08
H: 0.52161 -4.36471 3.21459  0.09
H: -1.81186 -4.08502 1.46892  0.10
H: -0.23421 -3.73143 0.90490  0.11
H: -1.55335 -2.42727 3.37790  0.10
H: -1.23339 -1.67961 1.87491  0.09
H: 0.20453 -2.06577 4.99371  0.10
H: -0.32302 -0.61981 4.10403  0.08
H: 1.40736 -1.04133 4.30650  0.09
C: 1.54160 3.51713 -0.93909  -0.06
O: 2.76653 3.61607 -1.69636  -0.21
C: 3.06197 4.97371 -1.85830  -0.25
C: 4.04790 5.03140 -2.98114  -0.18
N: 5.10347 3.99780 -2.92851  -0.06
C: 6.22600 4.29685 -2.08748  -0.22
C: 7.33299 5.03339 -2.86464  -0.23
O: 8.12855 5.74657 -1.93458  -0.20
C: 9.29058 6.29505 -2.57053  -0.11
H: 0.76539 4.16622 -1.43769  0.09
H: 1.77950 3.95465 0.04407  0.10
H: 1.22911 2.48973 -0.91000  0.05
H: 3.50147 5.38522 -0.96079  0.12
H: 2.13951 5.57122 -2.06733  0.12
H: 4.62563 5.96819 -3.03687  0.12
H: 3.54346 4.91793 -3.93552  0.11
H: 4.77272 3.08128 -2.72842  0.05
H: 6.58556 3.32948 -1.71511  0.12
H: 5.97328 4.89796 -1.19154  0.12
H: 6.84046 5.72451 -3.58838  0.12
H: 7.89605 4.31327 -3.45408  0.12
H: 9.82858 6.94701 -1.86834  0.08
H: 8.87446 6.88036 -3.43467  0.10
H: 10.05757 5.57862 -2.91614  0.09
C: -3.81796 0.40886 4.82240  -0.14
O: -2.92125 -0.61554 5.15745  -0.22
C: -3.17013 -1.30745 6.42743  -0.17
C: -3.13528 -2.78096 6.05960  -0.23
N: -4.08950 -3.10369 5.00314  -0.04
C: -4.30662 -4.52300 4.84495  -0.21
C: -3.27287 -5.31646 4.05598  -0.20
O: -4.01235 -6.53886 3.88138  -0.21
C: -3.15619 -7.64112 3.60186  -0.11
H: -4.81142 0.07197 4.60058  0.07
H: -3.37527 0.94081 3.95730  0.08
H: -4.01231 1.19000 5.58248  0.09
H: -4.19164 -1.09775 6.78835  0.12
H: -2.52022 -0.92578 7.22856  0.12
H: -3.28820 -3.30824 7.00714  0.12
H: -2.09073 -3.03003 5.86140  0.10
H: -3.74507 -2.69457 4.11636  0.10
H: -5.32691 -4.64039 4.40001  0.13
H: -4.30728 -4.94679 5.84978  0.11
H: -2.35439 -5.52227 4.65529  0.12
H: -2.96832 -4.91959 3.10663  0.08
H: -2.42825 -7.42208 2.78160  0.08
H: -3.78014 -8.45944 3.30511  0.07
H: -2.68096 -8.00068 4.51195  0.08
C: 5.38053 -2.89870 -4.82417  -0.09
O: 5.24786 -1.81015 -3.90436  -0.19
C: 4.59723 -0.71047 -4.41665  -0.25
C: 4.55135 0.32051 -3.28916  -0.19
N: 3.80256 -0.21389 -2.17614  -0.06
C: 4.05086 0.47599 -0.95343  -0.20
C: 3.15138 -0.09258 0.13030  -0.21
O: 3.48211 -1.44034 0.28174  -0.18
C: 2.97229 -2.00416 1.45412  -0.09
H: 5.92380 -3.68843 -4.32669  0.09
H: 5.89742 -2.60406 -5.72926  0.09
H: 4.41854 -3.34766 -5.05318  0.08
H: 3.51632 -0.93533 -4.73172  0.13
H: 5.03739 -0.37833 -5.39064  0.14
H: 4.02183 1.23356 -3.59730  0.12
H: 5.60298 0.55634 -3.06720  0.13
H: 4.05942 -1.17254 -2.00633  0.11
H: 3.90146 1.57367 -0.98850  0.12
H: 5.07986 0.45938 -0.63888  0.12
H: 2.13515 -0.00162 -0.27972  0.11
H: 3.21130 0.50053 1.05207  0.11
H: 1.88431 -2.11088 1.42287  0.06
H: 3.19136 -1.37731 2.35250  0.10
H: 3.34717 -3.01487 1.51948  0.09